Molecular formula: C33H40ClN12OPReSe
Method: DFT, wB97M-V/def2-TZVPD

Each line ends with the Löwdin spin population.
Cartesian coordinates (Å):
Re  -0.31  -2.39  -1.53  1.6643
C  4.67  -4.30  -2.40  0.0022
N  3.58  -3.41  -2.24  0.0202
C  3.62  -2.09  -2.60  -0.0003
C  2.43  -1.51  -2.17  0.0201
N  1.70  -2.56  -1.57  0.0162
C  2.37  -3.67  -1.70  0.0247
P  1.61  -5.27  -1.04  0.0059
C  0.57  -4.59  0.32  0.0186
N  -0.15  -3.51  0.25  0.0112
C  -0.61  -3.24  1.57  0.0153
C  -0.20  -4.29  2.37  -0.0010
N  0.54  -5.12  1.53  0.0198
C  0.93  -6.44  1.88  0.0021
C  0.24  -5.28  -2.20  0.0213
N  -0.54  -4.25  -2.39  0.0032
C  -1.67  -4.66  -3.07  0.0126
C  -1.62  -5.99  -3.13  -0.0026
N  -0.40  -6.41  -2.62  0.0259
C  -0.02  -7.85  -2.55  0.0019
H  5.60  -3.93  -2.80  0.0000
H  4.38  -5.17  -3.03  0.0010
H  4.98  -4.80  -1.44  0.0009
H  4.55  -1.70  -3.09  -0.0002
H  2.16  -0.51  -2.19  0.0010
H  -1.25  -2.42  1.80  0.0009
H  -0.39  -4.56  3.43  -0.0003
H  1.47  -6.91  1.07  0.0001
H  0.02  -6.94  2.24  0.0012
H  1.54  -6.41  2.79  0.0006
H  -2.39  -3.99  -3.39  0.0006
H  -2.38  -6.70  -3.48  -0.0004
H  0.90  -7.89  -2.00  0.0000
H  0.15  -8.22  -3.56  0.0009
H  -0.86  -8.28  -2.05  0.0007
C  -3.20  2.40  1.01  0.0000
C  -2.41  3.47  1.82  0.0001
C  -2.66  4.71  1.05  0.0005
C  -3.19  3.65  3.17  0.0002
C  -0.93  3.06  2.14  0.0009
O  -0.97  1.75  2.78  0.0007
C  -0.22  4.06  3.12  0.0018
C  0.04  5.52  2.60  0.0386
C  1.23  6.32  3.09  0.2009
C  1.58  7.50  2.35  0.1251
C  2.42  8.42  2.78  0.0224
C  3.06  8.23  3.93  0.2030
Cl  4.33  9.23  4.48  0.1859
C  2.83  6.97  4.60  0.1777
C  2.02  5.98  4.15  0.0114
C  -0.07  2.80  0.80  0.0007
N  0.14  1.38  0.52  0.0085
C  -0.53  0.61  -0.29  0.0159
N  0.03  -0.64  -0.28  0.0115
C  1.06  -0.46  0.65  0.0087
N  1.12  0.73  1.14  0.0042
H  -4.15  2.79  0.62  0.0000
H  -3.39  1.58  1.68  0.0000
H  -2.72  2.03  0.11  0.0000
H  -3.68  5.02  1.14  0.0000
H  -2.45  4.54  -0.02  0.0001
H  -2.14  5.59  1.31  0.0003
H  -4.24  3.84  2.91  0.0000
H  -2.70  4.45  3.73  0.0001
H  -3.32  2.78  3.79  0.0000
H  -1.16  1.84  3.74  0.0000
H  0.70  3.56  3.39  -0.0001
H  -0.74  4.06  4.07  0.0002
H  -0.93  6.11  2.71  0.0166
H  0.04  5.43  1.52  0.0097
H  1.00  7.63  1.44  0.0039
H  2.65  9.33  2.29  -0.0021
H  3.42  6.90  5.49  0.0050
H  1.78  5.14  4.75  -0.0029
H  0.94  3.14  0.86  0.0002
H  -0.64  3.21  0.01  0.0001
H  -1.39  0.88  -0.86  0.0007
H  1.77  -1.23  0.86  0.0005
Se  -3.93  -1.29  -2.11  0.0041
N  -3.93  -0.54  -3.75  0.0055
C  -2.71  -0.57  -4.20  0.0024
C  -2.04  -0.21  -5.46  0.0132
C  -0.72  -0.36  -5.64  -0.0020
C  0.11  -0.96  -4.53  0.0198
N  -0.46  -1.39  -3.46  -0.0013
C  -1.83  -1.25  -3.38  0.0061
N  -2.14  -1.54  -2.10  0.0115
H  -2.70  0.18  -6.25  0.0005
H  -0.40  -0.01  -6.61  -0.0004
H  1.16  -1.12  -4.69  0.0007

Results
Multiplicity: 4
HOMO level (alpha / beta): -18.192 / -17.490 eV
Total charge: +4
LUMO energy (alpha / beta): -11.01 / -12.06 eV
⟨S²⟩: 3.78
Frontier orbital gap (alpha / beta): 7.2 / 5.4 eV


Molecular formula: C59H136N12O10
Method: DFT, wB97M-V/def2-TZVPD

Each line ends with the Mulliken charge.
Cartesian coordinates (Å):
C  -2.29  4.64  2.04  -1.5405
C  -3.60  5.38  1.85  1.8834
C  -4.63  4.68  0.99  -1.5864
C  -4.21  5.53  3.31  -1.4078
C  -5.35  6.60  3.33  -0.7625
C  -4.82  7.93  2.86  -1.2939
C  -4.20  7.89  1.49  1.5915
C  -5.36  7.86  0.38  -1.8848
C  -3.44  9.17  1.14  -1.8928
N  -3.21  6.82  1.42  0.2006
O  -2.80  6.69  0.03  -0.4616
H  -1.74  4.76  1.07  -0.1678
H  -1.69  5.07  2.79  0.5196
H  -2.40  3.56  2.25  0.2332
H  -5.52  5.32  0.89  0.3772
H  -4.12  4.47  0.02  0.2735
H  -4.92  3.74  1.50  0.3540
H  -4.46  4.52  3.57  0.5768
H  -3.39  5.89  3.89  0.5191
H  -6.18  6.33  2.67  0.3108
H  -5.74  6.66  4.32  0.4590
H  -4.09  8.42  3.53  0.4002
H  -5.62  8.67  2.80  0.3719
H  -5.69  8.84  0.29  0.5430
H  -6.09  7.29  0.87  0.5417
H  -5.07  7.40  -0.51  0.3167
H  -2.49  9.22  1.68  0.4620
H  -4.04  10.04  1.50  0.4271
H  -3.31  9.25  0.03  0.3295
H  -1.82  6.80  0.09  0.3009
C  -3.23  -2.92  0.72  -2.1977
C  -4.68  -3.48  0.80  1.6533
C  -4.47  -4.91  1.43  -1.6562
C  -5.54  -2.60  1.69  -1.2193
C  -6.99  -3.10  1.74  -0.6830
C  -7.55  -3.12  0.30  -1.3109
C  -6.71  -3.95  -0.70  1.5425
C  -6.96  -5.43  -0.64  -1.5573
C  -7.13  -3.43  -2.10  -1.7235
N  -5.25  -3.52  -0.56  0.6562
O  -4.49  -4.48  -1.34  -0.5341
H  -2.98  -2.95  1.80  0.7102
H  -2.61  -3.54  0.11  0.3544
H  -3.29  -1.93  0.26  0.1445
H  -5.33  -5.29  2.02  0.3277
H  -4.45  -5.68  0.66  0.3870
H  -3.66  -4.98  2.15  0.3631
H  -5.14  -2.69  2.69  0.3641
H  -5.51  -1.56  1.42  0.4508
H  -7.02  -4.09  2.24  0.2932
H  -7.62  -2.39  2.33  0.4263
H  -7.50  -2.11  -0.08  0.4075
H  -8.57  -3.45  0.17  0.4268
H  -6.80  -5.81  0.39  0.3328
H  -6.31  -6.06  -1.23  0.2574
H  -8.03  -5.66  -0.94  0.4397
H  -7.21  -2.33  -2.19  0.3355
H  -8.05  -3.92  -2.40  0.4638
H  -6.37  -3.78  -2.88  0.2483
H  -4.27  -3.94  -2.13  0.2069
C  0.69  -2.17  4.28  -2.1700
C  1.91  -1.52  4.81  2.4578
C  2.92  -2.64  5.16  -2.1356
C  2.58  -0.65  3.72  -1.2792
C  1.98  0.79  3.53  2.2896
C  2.00  1.45  4.82  -1.2479
C  1.29  0.72  5.93  1.6091
C  1.64  1.45  7.25  -2.0066
C  -0.28  0.75  5.83  -1.4557
N  1.83  -0.71  6.09  0.0570
O  1.15  -1.40  7.11  -0.5091
H  0.98  -2.76  3.43  0.2876
H  0.40  -2.90  5.01  0.6684
H  -0.07  -1.47  4.02  0.3064
H  3.27  -3.13  4.28  0.2498
H  3.78  -2.17  5.69  0.4558
H  2.52  -3.34  5.92  0.4519
H  3.62  -0.52  4.06  0.6932
H  2.64  -1.20  2.75  -0.1809
H  2.64  1.21  2.78  -0.5600
H  0.99  0.75  3.03  -1.2469
H  1.49  2.41  4.74  0.1511
H  3.02  1.68  5.07  0.4874
H  1.22  2.47  7.20  0.3637
H  2.71  1.54  7.28  0.4527
H  1.24  0.88  8.09  0.4427
H  -0.64  1.74  6.10  0.5125
H  -0.65  0.04  6.55  0.4168
H  -0.73  0.40  4.85  0.0654
H  0.21  -1.46  6.92  0.3498
C  3.35  -4.35  -5.24  -1.9708
C  3.94  -3.67  -4.08  1.9983
C  3.15  -2.37  -3.76  0.7401
C  4.16  -4.53  -2.76  -1.6673
C  4.89  -3.75  -1.73  1.1598
C  6.24  -3.33  -2.29  -1.7733
C  6.30  -2.59  -3.63  1.6890
C  6.10  -1.05  -3.45  -1.3343
C  7.65  -2.83  -4.30  -1.7781
N  5.32  -3.27  -4.55  -0.0125
O  5.16  -2.44  -5.74  -0.4970
H  3.16  -3.57  -5.95  0.5138
H  4.13  -5.00  -5.62  0.4821
H  2.45  -4.93  -4.94  0.2097
H  3.41  -1.99  -2.79  -0.9714
H  3.40  -1.61  -4.48  0.8326
H  2.11  -2.68  -3.69  -1.2333
H  3.18  -4.90  -2.48  0.4663
H  4.73  -5.42  -3.00  0.5232
H  4.38  -2.88  -1.46  -0.6237
H  5.01  -4.34  -0.80  0.0557
H  6.86  -4.24  -2.36  0.4171
H  6.77  -2.68  -1.57  0.3509
H  5.31  -0.87  -2.71  -0.0796
H  6.06  -0.74  -4.52  0.4584
H  6.99  -0.68  -2.97  0.4949
H  8.43  -2.21  -3.86  0.3594
H  7.56  -2.43  -5.36  0.3644
H  7.94  -3.92  -4.27  0.3841
H  5.48  -3.02  -6.48  0.3784
C  -2.71  -0.14  -3.01  -1.4817
C  -2.57  -1.19  -4.12  1.3132
C  -4.08  -1.43  -4.49  -1.7131
C  -1.85  -0.64  -5.33  -1.8020
C  -1.33  -1.66  -6.33  -1.0119
C  -0.51  -2.69  -5.52  -1.0265
C  -1.30  -3.46  -4.43  1.8390
C  -2.28  -4.42  -5.10  -1.5079
C  -0.34  -4.32  -3.61  -1.2943
N  -1.87  -2.35  -3.60  0.1905
O  -2.65  -2.93  -2.57  1.4013
H  -1.69  0.22  -2.69  -0.0620
H  -3.24  0.68  -3.40  0.7895
H  -3.18  -0.59  -2.14  0.1930
H  -4.37  -2.25  -5.22  0.2483
H  -4.51  -1.79  -3.53  0.2857
H  -4.53  -0.56  -4.93  0.5524
H  -2.46  0.09  -5.79  0.5521
H  -1.00  -0.10  -4.96  0.4134
H  -2.12  -2.07  -6.93  0.4322
H  -0.66  -1.11  -6.97  0.5100
H  0.37  -2.21  -5.13  0.0553
H  -0.07  -3.50  -6.12  0.4845
H  -1.78  -5.39  -5.25  0.4994
H  -2.74  -4.05  -6.02  0.3159
H  -3.11  -4.57  -4.42  0.0315
H  0.45  -3.78  -3.01  -0.3854
H  0.09  -5.04  -4.33  0.6057
H  -0.92  -4.94  -2.89  0.2165
H  -2.06  -2.99  -1.82  -0.4153
C  7.77  0.80  0.83  -0.5762
O  7.00  1.84  1.48  -0.4403
C  5.59  1.57  1.45  -0.2811
C  5.12  1.16  0.08  0.2592
C  5.49  2.25  -0.97  -1.3862
N  3.70  0.84  0.17  0.4701
H  7.44  -0.21  1.15  0.1935
H  8.81  0.85  1.18  0.3256
H  7.79  0.91  -0.27  0.2105
H  5.29  0.82  2.17  0.4570
H  5.11  2.53  1.66  -0.0336
H  5.62  0.24  -0.18  0.2067
H  6.41  2.80  -0.92  0.4629
H  4.67  3.03  -0.89  0.0551
H  5.35  1.90  -2.00  0.2979
H  3.33  0.57  -0.71  0.2153
H  3.68  -0.05  0.61  -0.4836
C  3.40  7.50  0.37  -0.8484
O  2.29  6.58  0.34  -0.3869
C  2.68  5.17  0.40  -1.0706
C  1.53  4.53  1.23  1.1771
C  1.87  4.34  2.74  -1.6087
N  1.08  3.34  0.52  0.6674
H  3.13  8.53  0.13  0.2343
H  4.17  7.10  -0.26  0.3488
H  3.87  7.58  1.39  0.2896
H  2.66  4.77  -0.57  0.3974
H  3.60  5.12  0.95  0.7317
H  0.75  5.30  1.22  -0.0671
H  0.99  4.11  3.33  0.2491
H  2.34  5.21  3.20  0.4546
H  2.53  3.51  2.88  0.2342
H  0.30  2.85  0.90  -0.2647
H  1.83  2.62  0.60  -0.4818
C  -2.09  0.47  1.61  -1.0244
O  -1.34  0.20  0.44  0.5698
C  -0.39  -0.84  0.65  1.3854
C  0.35  -1.26  -0.59  2.3688
C  1.33  -2.37  -0.31  -2.1596
N  0.99  -0.08  -1.20  -0.5209
H  -2.36  -0.39  2.16  0.3164
H  -3.02  0.92  1.38  0.4054
H  -1.61  1.13  2.32  0.0131
H  0.34  -0.57  1.47  -1.1049
H  -1.04  -1.68  1.05  -0.2860
H  -0.31  -1.66  -1.38  -0.5913
H  0.83  -3.31  -0.04  0.6584
H  2.20  -2.13  0.32  0.1233
H  1.73  -2.66  -1.29  -0.0194
H  0.37  0.68  -1.53  0.2748
H  1.49  0.36  -0.46  -0.3823
N  3.94  -5.98  3.14  -0.4791
C  3.81  -5.13  2.01  0.5247
N  2.70  -5.41  1.09  -0.4768
O  4.48  -4.15  1.78  -0.4664
H  4.79  -5.82  3.68  0.2885
H  3.70  -6.97  2.97  0.2465
H  2.42  -4.74  0.42  0.0927
H  1.91  -5.80  1.57  0.3046
N  0.00  4.67  -1.83  -0.1515
C  -1.10  4.19  -2.38  0.4181
N  -1.53  3.04  -1.81  0.2099
O  -1.67  4.80  -3.29  -0.7462
H  0.40  4.12  -1.09  0.0038
H  0.28  5.65  -1.85  0.2581
H  -2.43  2.69  -2.00  0.1980
H  -1.26  2.92  -0.83  -0.3072

Results
HOMO level: -8.505 eV
SMILES: CC1(C)CCCC(C)(C)N1O.CC1(C)CCCC(C)(C)N1O.CC1(C)CCCC(C)(C)N1O.CC1(C)CCCC(C)(C)N1O.CC1(C)CCCC(C)(C)N1O.COC[C@H](C)N.COC[C@H](C)N.COC[C@H](C)N.NC(N)=O.NC(N)=O
LUMO energy: 0.19 eV
ΔE to the lowest compared entry with this formula, charge and spin: 13.0 kcal per mole
Frontier orbital gap: 8.7 eV


Molecular formula: C25H47ClN4OOs
Method: DFT, wB97M-V/def2-TZVPD

Each line ends with the Löwdin spin population.
Cartesian coordinates (Å):
Os  -0.36  1.38  -1.63  2.1661
Cl  -1.33  0.08  -3.18  0.1218
C  0.36  -1.60  1.54  0.0087
C  0.08  -0.47  -0.43  0.0059
N  -0.47  -0.79  0.79  0.0038
H  2.50  -1.94  1.18  0.0046
N  1.33  -1.03  -0.36  0.0008
H  0.16  -1.97  2.55  0.0033
C  -1.88  -0.56  1.13  0.0017
C  -2.08  -1.01  2.57  0.0527
C  -2.13  0.93  0.91  0.0301
H  -1.33  -0.56  3.24  0.0107
H  -3.07  -0.73  2.96  0.0250
H  -1.99  -2.11  2.65  0.0053
H  -3.68  -1.27  0.03  0.0174
H  -2.35  -2.46  0.29  0.0015
H  -1.86  1.19  -0.16  0.0069
C  -2.61  -1.42  0.10  0.0145
H  -1.48  1.54  1.56  0.0088
H  -3.19  1.21  1.06  0.0314
H  -2.21  -1.22  -0.90  0.0006
C  1.53  -1.62  0.87  0.0088
C  3.60  -0.11  -0.66  0.0577
H  4.04  -0.66  0.17  0.0100
H  4.37  0.00  -1.42  0.0393
C  2.45  -0.87  -1.30  0.0028
H  2.94  0.23  -3.05  0.0118
C  3.07  -2.19  -1.68  0.0791
H  2.36  -2.88  -2.13  0.0112
H  3.36  0.88  -0.29  0.0035
H  1.27  0.63  -2.42  0.0152
H  3.61  -2.68  -0.87  0.0117
H  3.77  -1.96  -2.48  0.0297
C  2.05  -0.20  -2.59  0.0515
H  1.61  -0.91  -3.30  0.0056
C  -1.86  4.19  -4.53  0.0248
N  -1.66  3.51  -3.36  0.0019
H  -0.97  3.99  -6.50  0.0112
N  -0.23  2.76  -4.82  0.0029
H  -2.64  4.90  -4.67  0.0107
C  -2.62  3.61  -2.24  0.0058
C  -3.52  4.80  -2.45  0.1114
C  -3.55  2.40  -2.27  0.0372
H  -4.15  4.68  -3.34  0.0176
H  -4.23  4.88  -1.61  0.0466
H  -3.01  5.76  -2.52  0.0209
H  -2.50  3.68  -0.07  0.0294
H  -1.22  4.59  -0.91  0.0070
H  -3.06  1.45  -2.10  0.0032
C  -1.83  3.69  -0.95  0.0896
H  -4.07  2.33  -3.24  0.0089
H  -4.32  2.50  -1.50  0.0330
H  -1.13  2.80  -0.81  0.0282
C  -1.02  3.71  -5.45  0.0248
C  -0.16  0.85  -6.38  0.0335
H  -1.08  1.27  -6.83  0.0056
H  0.39  0.38  -7.21  0.0151
C  0.66  1.97  -5.71  0.0020
H  2.52  0.83  -5.53  0.0352
C  1.15  2.86  -6.85  0.1043
H  1.55  3.83  -6.54  0.0286
H  -0.44  0.05  -5.69  0.0040
H  1.46  0.76  -4.15  0.0005
H  0.35  3.06  -7.58  0.0127
H  1.93  2.34  -7.41  0.0256
C  1.83  1.43  -4.92  0.0573
H  2.41  2.22  -4.44  0.0242
C  -0.63  2.63  -3.46  0.0154
C  1.61  3.12  -1.88  0.0684
C  1.56  3.02  -0.35  0.0285
C  1.28  4.32  0.43  0.0249
O  0.53  2.07  -0.06  0.0687
H  2.07  2.18  -2.28  0.0037
H  2.14  3.98  -2.27  0.0267
H  0.50  3.18  -2.31  0.0138
H  2.52  2.60  0.01  0.0069
H  0.30  4.73  0.16  0.0053
H  1.37  4.18  1.53  0.0065
H  2.06  5.02  0.15  0.0083

Results
Multiplicity: 5
HOMO level (alpha / beta): 2.404 / -1.584 eV
Total charge: -2
LUMO energy (alpha / beta): 4.02 / 4.39 eV
ΔE to the lowest compared entry with this formula, charge and spin: 43.4 kcal per mole
⟨S²⟩: 6.01
Frontier orbital gap (alpha / beta): 1.6 / 6.0 eV


Molecular formula: C4H9NO5
Method: DFT, wB97M-V/def2-TZVPD

Each line ends with the Mulliken charge.
Cartesian coordinates (Å):
C  -0.71  -1.00  0.99  -0.3916
C  0.73  -0.19  -0.84  -1.6641
C  0.07  1.33  0.88  -0.3294
C  -0.34  0.13  0.07  -0.3774
N  -1.59  0.16  -3.32  0.0247
O  -1.86  1.10  -4.05  -0.5216
O  -1.85  -1.01  -3.72  -0.5752
O  -1.51  -1.89  0.19  -0.3392
O  0.84  0.73  -2.06  -0.4896
O  0.51  2.36  0.08  -0.2949
H  0.18  -1.52  1.29  0.2801
H  -1.41  -0.86  1.87  0.2758
H  0.83  -1.35  -1.18  0.2537
H  1.76  -0.16  -0.36  0.5044
H  0.99  0.90  1.58  0.2601
H  -0.74  1.76  1.53  0.1885
H  -1.29  -1.63  -0.72  0.3190
H  -0.10  0.80  -2.28  0.5206
H  0.43  2.05  -0.83  0.3563

Results
HOMO level: 1.295 eV
Total charge: -2
LUMO energy: 6.64 eV
ΔE to the lowest compared entry with this formula, charge and spin: 0.0 kcal per mole
Frontier orbital gap: 5.3 eV


Molecular formula: CH8O2S
Method: DFT, wB97M-V/def2-TZVPD

Each line ends with the Mulliken charge.
Cartesian coordinates (Å):
C  -0.52  1.63  -0.40  -0.5828
S  -1.26  0.27  -1.35  -0.3173
H  -0.24  2.45  -1.06  0.2716
H  -1.28  2.00  0.29  0.2766
H  0.33  1.26  0.15  0.2182
H  -0.09  -0.26  -1.74  0.1675
O  -0.54  -1.84  1.07  -0.6812
H  -1.05  -1.33  0.41  0.2860
H  -0.88  -1.55  1.92  0.3251
O  1.78  -0.53  0.08  -0.6457
H  1.11  -1.13  0.45  0.3891
H  2.64  -0.97  0.18  0.2929

Results
HOMO level: -9.309 eV
SMILES: CS.O.O
LUMO energy: 0.78 eV
ΔE to the lowest compared entry with this formula, charge and spin: 0.0 kcal per mole
Frontier orbital gap: 10.1 eV


Molecular formula: C5H7N2
Method: DFT, wB97M-V/def2-TZVPD

Each line ends with the Mulliken charge.
Cartesian coordinates (Å):
H  1.37  3.02  -0.01  0.2879
N  0.80  2.21  0.19  -0.5115
C  1.28  1.10  -0.17  -0.2632
C  0.45  -0.14  0.00  0.4964
C  1.35  -1.26  0.07  -1.2448
C  -0.83  0.00  -0.07  0.5718
N  -2.06  0.22  0.00  -0.1941
C  -3.36  0.56  0.00  -0.1054
H  2.24  0.82  -0.55  0.3679
H  2.42  -1.00  -0.20  0.3685
H  1.44  -1.73  1.09  0.2864
H  0.99  -2.11  -0.51  0.3633
H  -3.61  1.53  0.22  0.3013
H  -4.06  -0.23  -0.10  0.2756

Results
HOMO level: -14.493 eV
Total charge: +1
SMILES: [H]/N=C/C(C)=C=[N+]=C
LUMO energy: -6.15 eV
ΔE to the lowest compared entry with this formula, charge and spin: 111.8 kcal per mole
Frontier orbital gap: 8.3 eV


Ordered E_tot results: -144047.713 -101737.163 -49677.151 -16015.150 -16097.144 -8267.928; unit eV.